Model P:
The following is a DFT calculation (ωB97M-V/def2-TZVPD) of 3 unconnected molecules or ions with the total composition C4H15NO2.

Calculated values
net charge	+1
Kohn-Sham gap (spin up / spin down)	11.302 / 6.295	eV
highest occupied orbital energy (spin up / spin down)	-14.5 / -14.5	eV
2S+1	2

Each line ends with the natural charge from an NBO analysis.
Element x y z (Å)
1 C -0.9445 1.3308 0.4181  -0.51
2 N -1.7685 0.6949 -0.6567  -0.09
3 C 0.0171 -0.9867 -1.3977  -0.62
4 C -1.3352 -0.7905 -0.6955  -0.09
5 C -1.3683 -1.6135 0.6107  -0.66
6 H -1.6645 1.6108 1.2071  0.28
7 H -0.1077 0.8004 0.9871  0.28
8 H -0.4107 2.1422 -0.1995  0.26
9 H -1.6007 1.0883 -1.5968  0.41
10 H 0.0637 -2.0681 -1.5943  0.27
11 H 0.0092 -0.4153 -2.3303  0.22
12 H 0.9046 -0.8486 -0.8186  0.26
13 H -2.1813 -1.1817 -1.2969  0.24
14 H -1.3373 -2.7256 0.3563  0.27
15 H -0.5156 -1.4958 1.2962  0.22
16 H -2.2592 -1.4308 1.2878  0.25
17 H 3.0366 0.7296 -0.2572  0.47
18 H 3.1581 1.2250 -1.6286  0.47
19 O 3.2140 0.3613 -1.1522  -0.93
20 H 1.0440 0.7069 2.5984  0.48
21 H 2.3277 1.6679 2.6826  0.50
22 O 1.7184 1.1985 2.1801  -0.97

---

Model Q:
The following is a DFT calculation (ωB97M-V/def2-TZVPD) of 3 unconnected molecules or ions with the total composition C4H15NO2.

Calculated values
net charge	+1
Kohn-Sham gap (spin up / spin down)	9.468 / 3.938	eV
highest occupied orbital energy (spin up / spin down)	-13.5 / -13.5	eV
2S+1	2

Each line ends with the natural charge from an NBO analysis.
Element x y z (Å)
1 C 1.3032 2.0882 2.0775  -0.61
2 C 0.2459 1.2119 1.4262  -0.41
3 C 0.7331 -0.1577 0.9835  -0.43
4 C 1.7083 0.0799 -0.2204  -0.27
5 N 1.6397 -1.0986 -1.1438  -0.26
6 H 2.1854 2.1546 1.4616  0.20
7 H 1.6254 1.5409 2.9795  0.22
8 H 0.8313 2.9775 2.4686  0.25
9 H -0.6472 1.1141 2.0665  0.25
10 H -0.2476 1.6842 0.5725  0.20
11 H 1.2163 -0.6290 1.8566  0.24
12 H 0.0826 -0.9740 0.6782  0.23
13 H 2.7934 0.0582 -0.0272  0.30
14 H 1.3861 0.9914 -0.7330  0.28
15 H 1.8557 -2.0341 -0.7530  0.42
16 H 2.4884 -1.0467 -1.7373  0.40
17 H -2.4384 -0.5398 -0.8343  0.47
18 H -1.1991 -1.0024 -0.5386  0.42
19 O -2.1001 -1.3657 -0.4567  -0.89
20 H -4.2043 -2.4676 -3.2776  0.48
21 H -4.4389 -0.8652 -3.4786  0.47
22 O -4.8191 -1.7202 -3.3700  -0.95

---

Which structure is the most stable? The one labeled model P.